Computed, not measured: a structure of composition C26H32LuN4O4Sb2, with ωB97M-V/def2-TZVPD.

Last column: Mulliken charge in e.
Atoms and positions in Å:
Lu  0.09402  -0.78853  -1.14456  1.27
O  -4.56503  -5.26562  3.23429  -0.51
N  -3.84956  -4.29946  3.26038  0.91
O  -3.69017  -3.58779  4.25094  -0.54
C  -3.17678  -3.90655  2.01121  -0.03
C  -3.86951  -4.08012  0.88544  -1.05
C  -3.31986  -3.59213  -0.35593  1.28
C  -4.00342  -3.73721  -1.55421  -0.44
C  -3.45940  -3.27677  -2.72158  -1.00
C  -2.22182  -2.61724  -2.66846  -0.30
N  -1.55683  -2.41110  -1.52094  -0.64
C  -2.10079  -2.92818  -0.38695  -0.36
C  -1.34651  -2.77226  0.83274  -0.02
N  -0.14157  -2.15702  0.76522  -0.01
C  0.55482  -2.05688  1.87500  0.14
C  0.13931  -2.55639  3.10481  -1.16
C  -1.08413  -3.12589  3.19253  -0.39
C  -1.85998  -3.26196  2.03259  0.92
H  -4.82200  -4.60197  0.90706  0.56
H  -4.98993  -4.22792  -1.57368  0.48
H  -3.98688  -3.38272  -3.66622  0.42
H  -1.73911  -2.20626  -3.55505  0.63
H  1.48168  -1.53754  1.85301  0.24
H  0.81997  -2.45321  3.94886  0.48
H  -1.46695  -3.49630  4.15353  0.54
C  4.95260  -0.36200  -0.11494  -1.21
Sb  2.90465  0.06394  -0.11666  0.69
C  2.56817  -0.86216  -2.10648  -1.85
C  2.88718  2.12930  -0.70634  -1.19
C  2.91841  2.97505  0.54839  0.34
C  4.16135  3.23079  1.18605  -0.57
C  4.21551  3.90641  2.38371  -0.79
C  3.03442  4.33051  2.98888  -0.63
C  1.82306  4.08874  2.38370  -0.58
C  1.74980  3.42252  1.15206  1.01
C  0.40824  3.19044  0.54720  -1.64
Sb  -0.69360  1.38003  1.03510  0.79
C  -2.57458  2.28797  1.25130  -1.30
C  -0.10152  1.13646  3.04604  -1.36
H  5.04781  -1.43428  0.07334  0.39
H  5.44073  0.20538  0.65492  0.40
H  5.37359  -0.11906  -1.10510  0.42
H  3.53859  -1.01513  -2.59602  0.49
H  1.97697  -0.29594  -2.82927  0.55
H  2.16666  -1.89353  -2.06795  0.69
H  1.96925  2.28301  -1.29189  0.12
H  3.74180  2.31622  -1.36339  0.75
H  5.06641  2.86901  0.71524  0.54
H  5.16555  4.09762  2.87856  0.43
H  3.01527  4.88854  3.92734  0.43
H  0.91509  4.36377  2.89830  0.45
H  0.37731  3.30323  -0.54884  0.47
H  -0.30262  3.96681  0.89461  0.66
H  -2.44223  3.31088  1.59270  0.44
H  -3.16113  1.74342  1.99763  0.39
H  -3.11593  2.30062  0.32555  0.40
H  -0.49615  2.00050  3.61539  0.48
H  0.97031  1.23029  3.13156  0.38
H  -0.43394  0.19716  3.45194  0.45
N  -1.13678  1.29419  -5.63034  -0.14
C  -0.89941  1.86538  -4.27847  -0.84
C  -0.49326  0.79330  -3.30157  0.85
O  -0.39480  -0.40501  -3.63509  -0.70
O  -0.36504  1.17905  -2.10427  -0.44
H  -0.34101  1.38533  -6.24521  0.38
H  -1.94223  1.72206  -6.06086  0.38
H  -1.30052  0.27051  -5.52559  0.28
H  -1.82840  2.29162  -3.90387  0.38
H  -0.20513  2.69408  -4.30738  0.39

Results
Gap between HOMO and LUMO, eV: 6.6
Highest occupied orbital energy, eV: -15.469
LUMO level, Ha: -0.327
Energy relative to the best compared isomer or geometry (same formula, charge and spin), kcal per mole: 17.1
Charge: +3